Computed, not measured: a molecular structure, C10H15ClSi2 at a distorted geometry, with ωB97M-V/def2-TZVPD.

Energy above the lowest of the compared OMol25 structures with the same formula, charge and spin in eV: 0.000
Electronic energy in a.u.: -1429.0714
Gap between HOMO and LUMO in eV: 7.71

Last column: Mulliken charge in e.
Atoms and positions in Å:
1 C -1.233 0.927 3.100  -0.890
2 C -1.870 -1.722 -0.630  -1.007
3 C -2.037 0.876 -2.367  -0.663
4 C 3.981 -0.290 0.665  -0.539
5 C 1.859 -1.564 -1.876  -0.609
6 C -1.055 1.689 1.969  -0.208
7 C -2.029 -0.803 0.406  -0.141
8 C -1.745 1.646 -1.304  -0.100
9 C 2.964 0.505 0.923  -0.231
10 C 2.158 -0.287 -1.875  -0.497
11 Si -1.161 0.850 0.250  0.428
12 Si 1.728 0.889 -0.418  0.395
13 Cl 2.027 2.795 -0.975  -0.328
14 H -1.136 1.328 4.052  0.311
15 H -1.541 -0.080 3.191  0.223
16 H -2.351 -2.685 -0.576  0.316
17 H -1.023 -1.805 -1.172  0.259
18 H -2.452 1.231 -3.274  0.330
19 H -2.136 -0.264 -2.189  0.135
20 H 4.835 -0.509 1.405  0.215
21 H 4.053 -0.919 -0.216  0.258
22 H 2.086 -2.142 -2.776  0.264
23 H 1.283 -1.882 -0.998  0.257
24 H -0.958 2.729 2.137  0.391
25 H -2.733 -1.026 1.187  0.393
26 H -1.602 2.767 -1.387  0.303
27 H 2.829 1.106 1.864  0.277
28 H 2.687 0.054 -2.702  0.455

Computed, not measured: a molecular structure, C23H25F3NO4SZr at a distorted geometry, with ωB97M-V/def2-TZVPD.

Total charge: +1
Electronic energy in a.u.: -1991.8219
Gap between HOMO and LUMO in eV: 8.14

Last column: Mulliken charge in e.
Atoms and positions in Å:
1 C 2.042 -0.216 2.360  -0.739
2 C 2.222 -0.894 1.109  -1.192
3 C 2.059 0.055 0.062  0.160
4 H 2.564 -1.920 0.970  0.554
5 C 1.796 1.332 0.659  -0.219
6 C 1.785 1.161 2.075  -0.858
7 H 1.752 2.284 0.134  0.714
8 C -1.092 -1.738 2.941  -0.336
9 C 0.040 -2.450 2.452  -1.086
10 C -0.132 -2.671 1.051  -0.387
11 H 0.868 -2.809 3.063  0.609
12 C -1.385 -2.096 0.667  -0.715
13 C -1.994 -1.534 1.851  -0.557
14 H 2.267 -0.118 -0.993  0.512
15 H 1.751 1.962 2.805  0.742
16 H 2.178 -0.639 3.355  0.590
17 H -3.019 -1.175 1.929  0.525
18 H 0.510 -3.274 0.406  0.593
19 H -1.315 -1.523 3.981  0.702
20 Zr -0.115 -0.131 1.253  0.965
21 C -1.851 -1.763 -0.735  2.673
22 C -3.382 -1.890 -0.763  -1.644
23 C -1.234 -2.665 -1.800  -2.021
24 H -3.664 -2.904 -0.436  0.376
25 H -3.786 -1.719 -1.765  0.459
26 H -3.862 -1.183 -0.080  0.369
27 H -1.430 -3.722 -1.574  0.404
28 H -0.149 -2.535 -1.883  0.364
29 H -1.676 -2.429 -2.775  0.451
30 C -1.313 -0.284 -0.936  0.766
31 C -2.006 0.594 -1.977  -0.315
32 H -0.222 -0.306 -1.179  -0.185
33 H -1.583 0.337 0.006  0.041
34 O -3.226 0.555 -2.022  -0.624
35 N -1.270 1.476 -2.744  -0.079
36 C -0.111 2.235 -2.240  -0.683
37 H -1.880 2.021 -3.351  0.330
38 C 1.195 1.696 -2.778  0.487
39 C 2.394 2.389 -2.552  -0.149
40 H 2.359 3.365 -2.057  0.482
41 C 3.614 1.830 -2.943  -0.643
42 H 4.547 2.359 -2.729  0.403
43 C 3.636 0.599 -3.614  -0.543
44 H 4.588 0.162 -3.921  0.406
45 C 2.436 -0.048 -3.927  -0.714
46 H 2.427 -0.981 -4.493  0.420
47 C 1.216 0.513 -3.523  -0.214
48 H 0.266 0.046 -3.791  0.485
49 H -0.094 2.254 -1.132  -0.245
50 H -0.212 3.287 -2.550  0.620
51 F -0.953 1.884 6.155  -0.208
52 C -0.486 1.576 4.937  0.618
53 F 0.581 2.368 4.670  -0.222
54 F -0.040 0.283 4.960  -0.220
55 S -1.789 1.758 3.610  1.177
56 O -2.791 0.767 3.895  -0.614
57 O -2.079 3.158 3.526  -0.596
58 O -0.952 1.310 2.379  -0.996

Computed, not measured: a molecular structure, C45H94CdNO21Zn at a distorted geometry, with ωB97M-V/def2-TZVPD.

Energy above the lowest of the compared OMol25 structures with the same formula, charge and spin in eV: 2.066
Total charge: -1
Electronic energy in a.u.: -5352.8519
Gap between HOMO and LUMO in eV: 5.12

Last column: Mulliken charge in e.
Atoms and positions in Å:
1 Zn 1.623 2.832 0.398  2.707
2 Cd -1.510 -4.446 -0.477  3.584
3 C -0.951 4.638 -2.303  -2.085
4 C 0.194 5.620 -2.463  1.504
5 C -0.450 7.006 -2.787  -1.017
6 C 0.468 8.202 -2.534  -0.847
7 C 0.995 8.211 -1.108  -1.094
8 C 1.733 6.911 -0.827  1.257
9 N 0.873 5.789 -1.177  -0.381
10 O 1.299 4.566 -0.681  1.451
11 C 2.090 6.970 0.656  -0.972
12 C 3.089 6.874 -1.582  -1.345
13 C 1.069 5.255 -3.660  -1.616
14 H -1.545 4.492 -3.211  0.601
15 H -1.548 4.861 -1.420  0.381
16 H -0.665 3.585 -2.174  -0.026
17 H -1.404 7.136 -2.271  0.439
18 H -0.701 7.079 -3.851  0.398
19 H -0.026 9.135 -2.813  0.409
20 H 1.300 8.092 -3.236  0.324
21 H 0.161 8.335 -0.411  0.355
22 H 1.634 9.086 -0.955  0.392
23 H 2.636 6.091 1.007  -0.526
24 H 1.211 7.009 1.305  0.366
25 H 2.708 7.847 0.847  0.471
26 H 3.777 7.668 -1.273  0.505
27 H 2.921 7.027 -2.644  0.295
28 H 3.565 5.919 -1.355  -0.122
29 H 0.417 4.954 -4.484  0.522
30 H 1.685 4.389 -3.400  0.053
31 H 1.721 6.048 -4.022  0.332
32 C 0.791 -1.293 1.150  -0.738
33 C 0.930 0.001 0.668  0.449
34 C 0.135 0.488 -0.507  0.758
35 O 0.297 1.677 -0.920  -1.271
36 C -0.796 -0.322 -1.132  -1.196
37 C -0.896 -1.691 -0.750  2.033
38 C -0.068 -2.225 0.511  1.137
39 O -0.278 -3.399 0.853  -1.018
40 O -1.622 -2.537 -1.300  -2.206
41 O 1.748 0.780 1.272  -1.023
42 H 1.388 -1.689 1.962  0.437
43 H -1.307 0.107 -1.980  -0.581
44 C -5.189 -5.587 -2.284  -1.014
45 C -4.087 -5.192 -1.492  0.916
46 C -4.357 -4.356 -0.190  0.298
47 O -3.340 -3.997 0.502  -0.428
48 C -5.665 -4.072 0.189  -0.835
49 C -6.737 -4.475 -0.614  0.347
50 C -6.479 -5.270 -1.864  0.405
51 O -7.438 -5.626 -2.586  -0.740
52 O -7.897 -4.153 -0.302  -0.709
53 O -2.871 -5.490 -1.701  -0.894
54 H -5.014 -6.273 -3.098  0.364
55 H -5.822 -3.418 1.035  0.376
56 C -3.252 -0.292 1.692  -0.731
57 C -2.465 -0.228 2.985  0.810
58 O -3.095 -0.935 4.027  -0.663
59 H -2.696 0.096 0.837  -0.020
60 H -4.176 0.281 1.787  0.466
61 H -3.513 -1.326 1.447  0.096
62 H -2.224 0.801 3.280  0.083
63 H -1.424 -0.521 2.758  -0.385
64 H -3.274 -1.818 3.683  0.326
65 C -0.486 -4.537 5.847  -1.521
66 C -0.696 -4.085 4.427  0.769
67 O 0.444 -3.351 3.992  -0.511
68 H -0.366 -3.729 6.572  0.337
69 H 0.400 -5.151 6.030  0.350
70 H -1.351 -5.130 6.157  0.398
71 H -1.552 -3.396 4.415  -0.101
72 H -0.987 -4.888 3.746  -0.108
73 H 0.247 -3.005 3.113  -0.095
74 C 0.202 -5.935 -3.879  -1.186
75 C 0.379 -6.239 -2.403  -0.305
76 O 0.218 -5.022 -1.652  -0.137
77 H 0.405 -6.802 -4.512  0.400
78 H 0.798 -5.079 -4.199  0.274
79 H -0.827 -5.649 -4.108  0.195
80 H 1.345 -6.678 -2.134  0.461
81 H -0.383 -6.935 -2.049  0.210
82 H 1.029 -4.489 -1.807  -0.245
83 C -2.351 -7.210 2.672  -1.278
84 C -2.260 -7.130 1.152  -0.051
85 O -1.209 -6.226 0.766  -0.125
86 H -2.868 -8.108 3.017  0.471
87 H -2.843 -6.325 3.071  0.226
88 H -1.340 -7.322 3.073  0.283
89 H -3.227 -6.838 0.748  0.011
90 H -2.029 -8.127 0.768  0.406
91 H -0.431 -6.771 0.616  0.119
92 C -2.844 1.491 -3.614  0.050
93 C -4.314 1.592 -3.995  -0.452
94 O -4.696 2.960 -4.075  -0.559
95 H -2.196 1.816 -4.433  0.289
96 H -2.553 0.462 -3.389  -0.009
97 H -2.654 2.122 -2.748  0.029
98 H -4.904 1.090 -3.226  0.249
99 H -4.554 1.034 -4.906  0.287
100 H -4.382 3.298 -4.918  0.320
101 C 1.687 -0.706 5.247  -1.064
102 C 1.243 0.530 4.480  1.769
103 O 0.692 1.498 5.403  -0.665
104 H 2.187 -1.367 4.533  0.089
105 H 0.809 -1.248 5.589  0.278
106 H 2.421 -0.438 6.006  0.320
107 H 0.448 0.215 3.796  -0.665
108 H 2.029 1.055 3.941  -0.624
109 H -0.173 1.149 5.644  0.420
110 C -4.750 -2.780 -4.954  -1.336
111 C -3.454 -2.539 -4.224  0.458
112 O -3.689 -1.827 -3.033  -0.442
113 H -4.642 -3.256 -5.929  0.395
114 H -5.220 -1.814 -5.171  0.272
115 H -5.461 -3.319 -4.329  0.200
116 H -2.746 -2.003 -4.877  0.353
117 H -2.943 -3.491 -4.024  -0.114
118 H -2.902 -1.886 -2.464  0.211
119 C 5.888 -1.966 2.688  -1.497
120 C 4.492 -1.366 2.738  0.402
121 O 4.081 -0.982 1.448  -0.648
122 H 6.528 -1.325 2.080  0.331
123 H 5.905 -2.971 2.268  0.274
124 H 6.298 -2.022 3.697  0.424
125 H 4.456 -0.494 3.406  0.151
126 H 3.784 -2.088 3.168  -0.006
127 H 3.169 -0.653 1.458  -0.427
128 C 5.244 3.479 -1.394  -1.272
129 C 3.901 2.948 -1.843  0.646
130 O 3.247 2.166 -0.833  -0.054
131 H 5.930 2.652 -1.180  0.360
132 H 5.189 4.170 -0.555  0.112
133 H 5.789 3.987 -2.195  0.435
134 H 4.003 2.344 -2.753  0.423
135 H 3.196 3.721 -2.155  -0.805
136 H 3.602 1.279 -0.953  0.097
137 C -1.480 4.906 2.039  -1.086
138 C -1.218 3.494 1.529  0.472
139 O 0.180 3.220 1.830  -0.074
140 H -2.493 5.217 1.763  0.436
141 H -0.802 5.609 1.557  -0.037
142 H -1.379 4.947 3.124  0.405
143 H -1.390 3.361 0.463  -0.229
144 H -1.794 2.715 2.036  -0.043
145 H 0.279 3.169 2.785  -0.006
146 C 3.150 -4.256 -0.171  -0.996
147 C 3.209 -3.097 -1.130  0.532
148 O 2.210 -3.243 -2.148  -0.616
149 H 2.189 -4.296 0.350  -0.021
150 H 3.982 -4.275 0.527  0.308
151 H 3.130 -5.218 -0.697  0.333
152 H 4.211 -3.059 -1.573  0.375
153 H 3.026 -2.123 -0.672  -0.310
154 H 2.084 -2.443 -2.661  0.269
155 C 4.978 2.659 2.326  -1.196
156 C 3.587 3.140 2.702  0.773
157 O 2.966 3.795 1.593  -0.332
158 H 4.961 1.913 1.528  0.119
159 H 5.529 2.250 3.174  0.458
160 H 5.599 3.448 1.888  0.405
161 H 3.695 3.748 3.603  0.429
162 H 3.016 2.254 2.979  -0.686
163 H 3.496 4.574 1.389  -0.101

- Which formula does entry 1 have?
  C10H15ClSi2

- Among the records above, which one has the lowest gap between HOMO and LUMO?
  C45H94CdNO21Zn

- The highest gap between HOMO and LUMO belongs to which entry?
  C23H25F3NO4SZr